DFT (wB97M-V/def2-TZVPD) results for a 8-piece molecular cluster, C10H18Cl12N2 overall at a distorted geometry.

Calculated values
- HOMO level: -0.38700 hartree
- SMILES string: ClCCl.ClCCl.ClCCl.ClCCl.ClCCl.ClCCl.CC#N.CC#N
- Energy: -6023.607916 Ha

CARTESIAN COORDINATES (ANGSTROEM)
Cl -0.667 2.459 3.800
C 1.034 2.118 4.164
Cl 1.883 1.637 2.709
H 1.513 2.999 4.605
H 1.060 1.270 4.854
Cl -2.022 -0.880 -4.064
C -0.719 -2.062 -4.320
Cl -1.101 -3.310 -5.568
H 0.122 -1.469 -4.605
H -0.512 -2.448 -3.333
Cl -2.921 -0.050 1.930
C -2.956 -0.967 3.447
Cl -1.891 -2.406 3.378
H -2.582 -0.347 4.239
H -4.001 -1.230 3.568
Cl 2.163 -3.919 -3.557
C 2.547 -3.065 -2.064
Cl 3.069 -1.387 -2.353
H 1.644 -3.132 -1.480
H 3.367 -3.544 -1.566
Cl 1.307 5.243 -0.111
C -0.326 4.561 0.248
Cl -1.621 5.425 -0.546
H -0.320 3.492 0.009
H -0.503 4.585 1.328
Cl 0.048 0.949 -0.783
C 0.226 -0.582 0.137
Cl -0.608 -1.905 -0.625
H 1.297 -0.786 0.148
H -0.184 -0.379 1.132
C 5.017 -1.889 0.842
C 3.669 -2.404 0.878
N 2.578 -2.776 0.859
H 5.509 -2.016 1.823
H 4.950 -0.868 0.526
H 5.604 -2.497 0.164
C -4.211 1.610 -1.996
C -4.387 2.560 -0.920
N -4.625 3.253 -0.042
H -4.879 1.877 -2.802
H -4.382 0.595 -1.673
H -3.187 1.686 -2.380

Formally, the Löwdin partial charges of the atoms, in units of the elementary charge, are as follows: 0.51, -1.02, 0.52, 0.04, 0.03, 0.49, -1.02, 0.48, 0.01, -0.05, 0.51, -0.98, 0.49, 0.00, 0.03, 0.55, -1.04, 0.52, -0.04, 0.00, 0.46, -1.04, 0.52, -0.04, 0.01, 0.50, -1.04, 0.57, -0.03, -0.02, -0.06, -0.28, 0.17, 0.10, 0.08, 0.09, -0.07, -0.30, 0.13, 0.08, 0.08, 0.07

---

DFT (wB97M-V/def2-TZVPD) results for C21H21N5O2Re as an isolated structure at a distorted geometry.

Calculated values
- HOMO level (alpha / beta): -0.74246 / -0.75305 hartree
- Energy relative to the best compared isomer or geometry (same formula, charge and spin): 66.1 kcal/mol
- Charge: +4
- Energy: -1313.599370 Ha
- Spin multiplicity: 4

CARTESIAN COORDINATES (ANGSTROEM)
N -0.727 -0.952 -2.376
C -1.606 -1.031 -3.140
C -2.618 -1.181 -4.161
H -2.178 -1.610 -5.070
H -3.037 -0.198 -4.412
H -3.433 -1.838 -3.825
N -0.736 1.755 1.368
C -1.149 2.478 2.180
C -1.653 3.472 3.089
H -2.217 4.227 2.529
H -0.809 3.950 3.601
H -2.317 3.014 3.825
N 2.461 -0.830 -0.955
C 3.547 -0.861 -0.532
C 4.939 -0.964 -0.146
H 5.034 -1.213 0.920
H 5.447 -0.008 -0.331
H 5.436 -1.752 -0.729
Re -0.123 0.577 0.077
C 0.936 -0.023 1.581
O 1.530 -0.301 2.549
C -1.891 -0.083 0.440
O -2.980 -0.323 0.804
C -0.664 2.022 -1.898
C 0.465 1.432 -2.518
C 1.706 1.527 -1.921
C 1.838 2.164 -0.672
C 0.816 3.039 -0.270
C -0.436 2.984 -0.896
H -1.678 1.862 -2.276
H 0.372 0.889 -3.459
H 2.567 1.092 -2.431
H 2.741 2.063 -0.065
H 1.017 3.758 0.516
H -1.237 3.664 -0.626
N 1.023 -4.032 0.196
C 1.073 -2.717 0.532
N -0.046 -2.103 0.205
C -0.911 -3.054 -0.317
C -2.213 -2.986 -0.826
C -2.842 -4.170 -1.224
C -2.164 -5.400 -1.231
C -0.824 -5.475 -0.806
C -0.236 -4.299 -0.338
H 1.800 -4.676 0.293
H 1.976 -2.289 0.963
H -2.701 -2.017 -0.876
H -3.892 -4.136 -1.526
H -2.694 -6.299 -1.563
H -0.261 -6.408 -0.814

Formally, the Löwdin partial charges of the atoms, in units of the elementary charge, are as follows: 0.15, -0.20, 0.00, 0.12, 0.12, 0.10, -0.09, -0.04, 0.04, 0.13, 0.13, 0.13, 0.14, -0.20, 0.00, 0.11, 0.12, 0.12, 1.28, -0.22, 0.19, -0.23, 0.17, -0.13, -0.09, -0.08, -0.08, -0.07, -0.07, 0.13, 0.13, 0.14, 0.14, 0.15, 0.15, 0.26, -0.04, 0.10, -0.13, 0.10, 0.12, 0.12, 0.17, -0.06, 0.21, 0.14, 0.11, 0.17, 0.17, 0.17

---

DFT (wB97M-V/def2-TZVPD) results for one molecule with the formula C5H6O at a distorted geometry.

Calculated values
- HOMO level: -0.35910 hartree
- Energy relative to the best compared isomer or geometry (same formula, charge and spin): 86.1 kcal/mol
- SMILES string: C#CC1COC1
- Energy: -269.209080 Ha

CARTESIAN COORDINATES (ANGSTROEM)
C -0.541 2.435 -0.691
C 0.102 1.429 -0.539
C -0.085 0.123 0.087
C 0.864 -0.625 1.008
O 0.488 -1.870 0.389
C -0.173 -1.184 -0.689
H -1.336 3.134 -0.653
H -1.021 0.276 0.626
H 1.931 -0.398 0.895
H 0.577 -0.564 2.065
H -1.197 -1.533 -0.867
H 0.391 -1.222 -1.631

Formally, the Löwdin partial charges of the atoms, in units of the elementary charge, are as follows: 0.11, -0.07, -0.31, -0.15, -0.11, -0.14, 0.03, 0.14, 0.12, 0.12, 0.12, 0.12

---

DFT (wB97M-V/def2-TZVPD) results for C6H14LiO4 as an isolated structure at a distorted geometry.

Calculated values
- HOMO level: -0.04527 hartree
- Charge: -1
- Energy: -545.351182 Ha

CARTESIAN COORDINATES (ANGSTROEM)
C -2.390 2.015 0.314
H -2.420 1.997 -0.787
H -3.465 2.053 0.548
H -2.060 2.610 1.178
O -0.151 2.680 0.258
C 0.613 2.542 -0.911
C 0.505 1.215 -1.634
O 1.295 0.237 -0.841
C 1.135 -1.093 -1.219
C 1.370 -2.016 -0.044
O 0.332 -1.800 0.895
C 0.433 -2.584 2.059
H 1.689 2.755 -0.651
H 0.313 3.313 -1.665
H 1.064 1.341 -2.592
H 1.818 -1.380 -2.044
H 0.099 -1.250 -1.584
H 2.354 -1.830 0.421
H 1.359 -3.067 -0.385
H -0.369 -2.274 2.740
H 0.318 -3.655 1.822
H 1.411 -2.444 2.551
Li -0.286 0.348 0.577
O -2.163 0.388 0.759
H -2.802 -0.101 0.236

Formally, the Löwdin partial charges of the atoms, in units of the elementary charge, are as follows: -0.04, 0.08, 0.03, 0.07, -0.45, -0.52, -0.26, -0.29, -0.30, -0.22, -0.24, -0.11, 0.07, 0.07, 0.03, 0.12, 0.10, 0.13, 0.12, 0.09, 0.09, 0.09, 0.60, -0.29, 0.03

---

DFT (wB97M-V/def2-TZVPD) results for C13H17BN6OPt as an isolated structure at a distorted geometry.

Calculated values
- HOMO level: -0.55951 hartree
- Energy relative to the best compared isomer or geometry (same formula, charge and spin): 0.0 kcal/mol
- Charge: +2
- Energy: -1052.916828 Ha

CARTESIAN COORDINATES (ANGSTROEM)
Pt -0.534 0.656 1.009
B 0.214 3.209 3.353
N 0.778 1.772 3.517
C 1.479 1.374 4.589
C 1.733 0.022 4.493
C 1.141 -0.361 3.298
N 0.564 0.716 2.740
N -0.163 3.434 1.824
C -0.211 4.627 1.275
C -0.485 4.530 -0.113
C -0.609 3.204 -0.353
N -0.491 2.534 0.849
H -0.740 3.386 4.053
H 1.142 3.934 3.565
H 1.746 2.083 5.355
H 2.266 -0.598 5.191
H 1.082 -1.339 2.843
H -0.017 5.497 1.883
H -0.555 5.336 -0.823
H -0.790 2.675 -1.273
C 2.040 -0.451 -0.196
C 0.674 -0.864 0.229
O 0.002 -1.811 0.291
H 2.702 -1.305 -0.040
H 2.384 0.427 0.340
H 1.970 -0.231 -1.267
N -5.979 -0.777 -1.839
C -4.810 -0.459 -1.277
C -4.062 -1.394 -0.535
C -2.868 -1.030 0.016
N -2.340 0.212 -0.095
C -3.068 1.119 -0.784
C -4.262 0.834 -1.381
H -6.366 -1.702 -1.756
H -6.506 -0.104 -2.369
H -4.420 -2.405 -0.392
H -2.310 -1.759 0.584
H -2.678 2.122 -0.837
H -4.782 1.615 -1.920

Formally, the Löwdin partial charges of the atoms, in units of the elementary charge, are as follows: 1.43, -0.33, -0.06, -0.02, 0.00, -0.11, -0.15, -0.02, 0.00, 0.02, -0.11, -0.18, 0.08, 0.09, 0.15, 0.12, 0.12, 0.16, 0.13, 0.12, 0.03, -0.37, 0.21, 0.13, 0.10, 0.13, 0.19, -0.28, 0.03, -0.13, -0.12, -0.12, 0.03, 0.13, 0.13, 0.13, 0.11, 0.09, 0.13

---

DFT (wB97M-V/def2-TZVPD) results for a 3-piece molecular cluster, C3H14NO3 overall at a distorted geometry.

Calculated values
- HOMO level (alpha / beta): -0.69216 / -0.69214 hartree
- Energy relative to the best compared isomer or geometry (same formula, charge and spin): 13.1 kcal/mol
- Charge: +2
- Energy: -402.423125 Ha
- Spin multiplicity: 2

CARTESIAN COORDINATES (ANGSTROEM)
C -0.762 0.697 0.445
C 0.399 1.048 1.392
C 0.995 -0.160 2.076
O 1.649 -0.964 1.149
N -0.311 0.437 -0.962
H -1.579 1.418 0.431
H -1.230 -0.207 0.800
H 1.223 1.586 0.925
H 0.025 1.727 2.153
H 1.923 0.065 2.701
H 0.407 -0.849 2.701
H 1.828 -1.898 1.418
H 0.600 -0.044 -0.975
H 0.089 1.305 -1.335
H -0.998 0.030 -1.603
H -3.141 -2.122 -0.542
H -3.482 -0.704 -0.730
O -2.755 -1.247 -0.379
H 1.405 -0.782 -3.298
H 2.246 0.536 -3.382
O 1.469 0.130 -2.985

Formally, the Löwdin partial charges of the atoms, in units of the elementary charge, are as follows: -0.12, -0.09, -0.10, 0.24, 0.19, 0.16, 0.10, 0.15, 0.15, 0.25, 0.19, 0.21, 0.13, 0.17, 0.17, 0.08, 0.08, -0.05, 0.07, 0.07, -0.04